No. 1
Entry from OMol25: a molecular structure, C40H65N2O7PSi2Ti (ωB97M-V with the def2-TZVPD basis set).

Last column: Mulliken charge in e.
CARTESIAN COORDINATES (ANGSTROEM)
1 Ti -0.5102 -0.7134 -0.8425  -0.03
2 C 1.0749 -4.3784 1.8748  -0.95
3 N 1.9687 -3.5725 1.0374  0.33
4 C 3.4033 -3.8750 1.0646  -0.94
5 C 1.4587 -2.6704 0.2289  0.25
6 O 0.2266 -2.4970 0.0796  -0.70
7 C 2.3449 -1.7317 -0.5706  -1.02
8 O 1.5560 -1.2339 -1.6596  -0.45
9 C 1.5369 -2.0727 -2.8185  -1.94
10 C 0.1122 -2.5052 -3.1131  0.48
11 O -0.8175 -2.0172 -2.4253  0.17
12 N -0.0827 -3.3775 -4.0716  0.53
13 C -1.4345 -3.7881 -4.4586  -1.05
14 C 1.0285 -3.8882 -4.8799  -1.00
15 H 1.5449 -4.5218 2.8451  0.42
16 H 0.8906 -5.3511 1.4175  0.33
17 H 0.1349 -3.8515 2.0030  0.24
18 H 3.6048 -4.4891 1.9369  0.36
19 H 3.9986 -2.9690 1.1538  0.32
20 H 3.7066 -4.4340 0.1787  0.31
21 H 3.2636 -2.1801 -0.9422  1.09
22 H 2.5844 -0.8790 0.0679  -0.23
23 H 2.1835 -2.9383 -2.6731  0.88
24 H 1.9101 -1.4959 -3.6648  0.53
25 H -2.1585 -3.3018 -3.8162  0.18
26 H -1.5250 -4.8695 -4.3684  0.36
27 H -1.6110 -3.4927 -5.4915  0.45
28 H 1.6240 -3.0713 -5.2874  0.39
29 H 0.6122 -4.4448 -5.7128  0.40
30 H 1.6602 -4.5628 -4.3018  0.29
31 C -0.3689 -0.6309 -6.6833  -0.63
32 C -1.5441 -0.4264 -5.9687  -0.81
33 C -1.5001 0.1888 -4.7263  -0.01
34 C -0.2904 0.6146 -4.1706  0.19
35 C 0.8762 0.4314 -4.9185  -0.74
36 C 0.8412 -0.1915 -6.1614  -0.56
37 Si -0.2270 1.3107 -2.4318  0.93
38 C 1.2310 2.4302 -2.1509  0.64
39 C 2.5449 1.9818 -1.9901  0.11
40 C 3.5895 2.8766 -1.8117  -0.77
41 C 3.3375 4.2424 -1.7964  -0.73
42 C 2.0405 4.7083 -1.9606  -0.74
43 C 0.9968 3.8093 -2.1311  -0.67
44 H -0.4015 -1.0939 -7.6617  0.45
45 H -2.4951 -0.7249 -6.3941  0.49
46 H -2.4276 0.3717 -4.1917  0.58
47 H 1.8223 0.8087 -4.5393  0.48
48 H 1.7512 -0.3017 -6.7389  0.50
49 H -1.4906 2.0416 -2.1376  -0.35
50 H 2.7610 0.9187 -2.0055  0.31
51 H 4.6018 2.5120 -1.6922  0.48
52 H 4.1524 4.9423 -1.6622  0.42
53 H 1.8418 5.7724 -1.9591  0.47
54 H -0.0111 4.1903 -2.2568  0.42
55 C -3.9365 -1.6549 -1.8909  -1.61
56 P -3.0610 -0.6943 -0.6285  1.88
57 C -3.3739 -1.5477 0.9402  -1.06
58 C -3.8307 0.9266 -0.5451  0.49
59 C -4.6322 1.3923 -1.5861  -0.72
60 C -5.1999 2.6547 -1.5085  -0.84
61 C -4.9752 3.4502 -0.3934  -0.87
62 C -4.1697 2.9907 0.6395  -0.76
63 C -3.5853 1.7369 0.5617  0.01
64 H -3.6844 -1.2992 -2.8881  0.36
65 H -5.0148 -1.6042 -1.7424  0.60
66 H -3.6113 -2.6915 -1.8035  0.37
67 H -4.4338 -1.5240 1.1941  0.55
68 H -2.7844 -1.0766 1.7277  -0.17
69 H -3.0457 -2.5839 0.8435  0.47
70 H -4.8306 0.7749 -2.4538  0.36
71 H -5.8269 3.0132 -2.3144  0.45
72 H -5.4301 4.4297 -0.3290  0.44
73 H -3.9964 3.6116 1.5092  0.52
74 H -2.9364 1.3970 1.3612  0.09
75 C -0.7212 0.2833 5.4129  -1.68
76 C -1.5951 -0.3496 4.3438  1.64
77 C -1.9781 -1.7676 4.7330  -1.69
78 C -2.8281 0.5101 4.1055  -1.36
79 O -0.8701 -0.4704 3.0901  0.93
80 Si 0.2067 0.4199 2.2726  -3.05
81 O -0.1978 0.1347 0.6714  1.40
82 O 1.7316 -0.1510 2.3083  0.63
83 C 2.8090 -0.1889 3.2792  1.76
84 C 2.7131 0.9478 4.2847  -1.52
85 C 2.7368 -1.5316 3.9928  -1.11
86 C 4.0973 -0.0604 2.4808  -1.31
87 O 0.0361 1.9696 2.6620  0.70
88 C 0.4731 3.2217 2.0704  1.67
89 C 1.7966 3.0382 1.3430  -0.87
90 C -0.6103 3.6667 1.1013  -1.23
91 C 0.6089 4.2013 3.2228  -1.92
92 H -1.2789 0.3545 6.3471  0.64
93 H -0.4259 1.2927 5.1208  0.17
94 H 0.1663 -0.3224 5.6026  0.24
95 H -2.5475 -1.7665 5.6630  0.42
96 H -1.0824 -2.3746 4.8784  0.29
97 H -2.5913 -2.2292 3.9571  0.24
98 H -3.3937 0.6214 5.0317  0.62
99 H -3.4884 0.0515 3.3666  0.30
100 H -2.5330 1.5039 3.7608  0.07
101 H 1.7860 0.9023 4.8535  0.16
102 H 2.7755 1.9191 3.7982  0.31
103 H 3.5413 0.8713 4.9903  0.64
104 H 1.7850 -1.6380 4.5141  0.04
105 H 3.5425 -1.6251 4.7215  0.52
106 H 2.8274 -2.3457 3.2729  0.03
107 H 4.1135 0.8824 1.9309  0.26
108 H 4.1960 -0.8800 1.7657  0.06
109 H 4.9630 -0.0900 3.1431  0.52
110 H 1.7168 2.2704 0.5690  -0.06
111 H 2.5956 2.7671 2.0323  0.14
112 H 2.0792 3.9698 0.8517  0.65
113 H -0.7507 2.9240 0.3119  -0.11
114 H -0.3383 4.6165 0.6378  0.54
115 H -1.5560 3.7975 1.6281  0.18
116 H 1.3665 3.8606 3.9299  0.34
117 H -0.3404 4.2983 3.7513  0.34
118 H 0.9014 5.1847 2.8521  0.44

The calculation puts the frontier orbital gap at 7.43 eV. The calculation puts the total energy at -3969.07125 hartree. Its spin multiplicity is 1. Its total charge is +2.

No. 2
Entry from OMol25: 6 unconnected molecules or ions with the total composition C40H91ClF2N3O19P2S in a non-equilibrium geometry (ωB97M-V with the def2-TZVPD basis set).

Last column: Mulliken charge in e.
CARTESIAN COORDINATES (ANGSTROEM)
1 C -3.7922 4.9820 4.8739  -1.17
2 C -3.9263 3.4930 5.2698  -0.88
3 C -3.6342 2.5296 4.0814  1.04
4 C -2.3626 1.6754 4.3182  -0.31
5 C -1.2539 2.7538 4.3754  -1.94
6 C -2.0676 0.5216 3.2959  2.60
7 C -1.5033 1.2035 2.0239  -4.29
8 C -0.0597 1.6402 1.7062  1.08
9 C 0.1296 1.5001 0.1719  -1.67
10 C 1.2003 1.1032 2.3761  -1.77
11 N -1.2899 -0.6432 3.9520  0.14
12 P -0.1015 -0.4383 5.2946  0.59
13 O 1.4098 -0.6672 4.8682  -0.47
14 O -0.1074 0.8273 6.2621  -0.58
15 S -0.5359 -1.9001 6.5369  -0.34
16 C -0.8922 -1.7418 2.9456  1.19
17 F -0.4430 -1.3613 1.7423  -0.24
18 O -0.0570 -2.6748 3.5060  -0.35
19 C 1.1742 -2.9788 2.8257  -0.03
20 C 1.0355 -4.0321 1.7216  -1.03
21 N 2.3614 -4.5806 1.4819  -0.27
22 C 3.2678 -3.6680 0.7907  -0.63
23 C 4.2954 -2.9589 1.7225  0.83
24 C 5.6807 -2.8340 1.0770  -1.53
25 O 4.4320 -3.6030 2.9906  -0.59
26 C -2.2097 -2.5210 2.6982  -2.18
27 C -3.2221 -1.5357 2.0886  0.93
28 F -2.9903 -1.3416 0.7705  -0.40
29 O -4.4608 -2.2792 2.0881  -0.20
30 N -4.6192 -3.0788 0.9006  0.05
31 O -5.7350 -3.3054 0.7558  -0.28
32 C -3.4380 -0.1760 2.8624  -0.53
33 Cl -4.3105 0.8125 1.6250  0.01
34 C -4.4489 -0.4819 4.0045  -1.01
35 P -6.2488 -0.3268 3.7488  0.72
36 O -6.8677 -0.8524 2.5473  -0.67
37 O -6.8719 -1.1357 5.0133  -0.62
38 O -6.7279 1.1960 3.9820  -0.59
39 H -3.8206 5.1309 3.7925  0.28
40 H -4.6063 5.5796 5.2838  0.37
41 H -2.8672 5.4294 5.2422  0.30
42 H -3.2538 3.3153 6.1131  0.37
43 H -4.9370 3.3453 5.6476  0.51
44 H -4.5741 2.0249 3.8921  -1.05
45 H -3.4538 3.1778 3.2245  0.26
46 H -2.5001 1.2038 5.3040  1.02
47 H -1.2561 3.2627 5.3350  0.56
48 H -1.3472 3.4767 3.5698  0.32
49 H -0.2505 2.3316 4.3072  0.21
50 H -1.7770 0.5773 1.1737  1.48
51 H -2.1143 2.0879 1.8714  0.95
52 H 0.0026 2.7245 1.8410  0.67
53 H 1.0843 1.9010 -0.1582  0.61
54 H -0.7281 1.9356 -0.3392  0.14
55 H 0.1459 0.4257 -0.0517  0.19
56 H 2.0498 1.4841 1.8059  0.68
57 H 1.3503 0.0226 2.4034  0.02
58 H 1.4009 1.4694 3.3886  0.28
59 H -2.0303 -1.1284 4.4821  0.88
60 H 1.8782 -0.8777 5.6983  0.41
61 H -0.9082 0.8555 6.8128  0.38
62 H 1.7652 -2.1203 2.5116  -0.49
63 H 1.8046 -3.4701 3.5680  0.81
64 H 0.3835 -4.8387 2.0578  0.39
65 H 0.6665 -3.5792 0.7856  0.45
66 H 2.2988 -5.4696 1.0101  0.28
67 H 2.6795 -2.9062 0.2611  0.13
68 H 3.8505 -4.2585 0.0803  0.41
69 H 3.9349 -1.9338 1.8926  0.00
70 H 6.0867 -1.8296 1.2167  0.41
71 H 5.6734 -3.0042 -0.0039  0.34
72 H 6.4098 -3.5242 1.5002  0.32
73 H 4.5385 -2.8898 3.6315  0.35
74 H -2.0174 -3.2760 1.9414  0.77
75 H -2.5359 -2.9707 3.6356  0.15
76 H -4.2583 0.0807 4.9255  0.61
77 H -4.2836 -1.5117 4.3428  0.87
78 H -7.0352 -0.4800 5.7125  0.32
79 H -7.6844 1.2144 3.8068  0.34
80 C -7.1037 6.2888 -1.1687  -0.21
81 O -7.4981 4.9325 -1.0241  -0.44
82 C -6.3862 4.0740 -0.8528  -0.40
83 C -6.1434 3.7185 0.5975  0.36
84 O -5.7596 4.8569 1.3578  -0.27
85 C -6.8259 5.3957 2.1234  -0.88
86 H -7.9877 6.9119 -1.0423  0.30
87 H -6.3623 6.5795 -0.4215  0.28
88 H -6.6952 6.4569 -2.1705  -0.16
89 H -5.4861 4.5254 -1.2838  0.14
90 H -6.6038 3.1576 -1.4108  0.42
91 H -5.3076 3.0121 0.6417  -0.43
92 H -7.0196 3.2341 1.0393  0.48
93 H -7.0081 4.7720 3.0064  0.22
94 H -7.7439 5.4783 1.5387  0.46
95 H -6.5315 6.3913 2.4527  0.27
96 C -2.2813 4.1482 -1.8253  -0.60
97 O -1.0459 4.5296 -1.2372  -0.20
98 C -0.0221 4.7363 -2.2026  -0.56
99 C 0.1724 6.2086 -2.5021  -0.76
100 O -0.9719 6.7607 -3.1360  -0.18
101 C -1.8080 7.4900 -2.2504  -0.65
102 H -3.0621 4.2709 -1.0740  -0.07
103 H -2.5296 4.7657 -2.6905  0.34
104 H -2.2457 3.0948 -2.1285  0.43
105 H -0.2375 4.1829 -3.1215  0.38
106 H 0.9043 4.3349 -1.7784  0.34
107 H 1.0101 6.3169 -3.1977  0.42
108 H 0.4202 6.7602 -1.5902  0.37
109 H -1.3655 8.4680 -2.0349  0.23
110 H -1.9779 6.9514 -1.3155  0.34
111 H -2.7676 7.6398 -2.7450  0.13
112 C -5.2890 6.6835 -5.2866  -0.93
113 O -4.1262 6.9305 -4.5084  -0.11
114 C -2.9620 7.1586 -5.2943  -0.61
115 C -2.6435 8.6348 -5.4115  -0.35
116 O -3.6453 9.3313 -6.1365  -0.40
117 C -4.5499 10.0320 -5.2999  -0.68
118 H -6.1554 6.7855 -4.6339  0.14
119 H -5.3907 7.3891 -6.1132  0.39
120 H -5.2639 5.6621 -5.6809  0.34
121 H -3.0703 6.7078 -6.2853  0.54
122 H -2.1293 6.6607 -4.7864  0.21
123 H -1.7077 8.7465 -5.9673  0.36
124 H -2.5002 9.0788 -4.4213  0.26
125 H -4.0816 10.9467 -4.9215  0.32
126 H -4.8856 9.4190 -4.4602  0.25
127 H -5.4165 10.3056 -5.9001  0.27
128 C 6.8109 -7.1003 -4.2084  -0.85
129 O 7.3563 -7.4711 -2.9520  -0.23
130 C 7.4538 -6.3804 -2.0499  -0.73
131 C 6.3196 -6.3824 -1.0457  -0.26
132 O 5.0631 -6.1510 -1.6722  -0.31
133 C 4.3189 -7.3425 -1.8731  -0.81
134 H 6.5258 -8.0118 -4.7322  0.22
135 H 5.9270 -6.4685 -4.0985  0.42
136 H 7.5633 -6.5735 -4.8046  0.31
137 H 7.4898 -5.4306 -2.5924  0.37
138 H 8.3989 -6.4947 -1.5101  0.40
139 H 6.4782 -5.5639 -0.3360  0.21
140 H 6.3063 -7.3183 -0.4797  0.35
141 H 3.8740 -7.6733 -0.9280  0.32
142 H 4.9370 -8.1426 -2.2843  0.33
143 H 3.5190 -7.1221 -2.5791  0.27
144 C 10.7474 -11.4881 -6.7921  -0.74
145 O 10.0018 -10.3221 -6.4839  -0.39
146 C 9.1617 -10.4835 -5.3508  -0.48
147 C 9.7714 -9.8712 -4.1064  -0.23
148 O 10.9526 -10.5552 -3.7126  -0.42
149 C 12.1376 -9.8841 -4.1051  -0.74
150 H 11.5402 -11.2055 -7.4833  0.25
151 H 11.1997 -11.9292 -5.9016  0.33
152 H 10.1040 -12.2288 -7.2790  0.32
153 H 8.9308 -11.5407 -5.1872  0.32
154 H 8.2233 -9.9648 -5.5726  0.30
155 H 9.0560 -9.9649 -3.2842  0.28
156 H 9.9696 -8.8057 -4.2565  0.31
157 H 12.3222 -9.0289 -3.4459  0.31
158 H 12.0874 -9.5424 -5.1412  0.33
159 H 12.9660 -10.5848 -4.0088  0.26

The calculation puts the frontier orbital gap at 6.66 eV. The calculation puts the total energy at -4912.81191 hartree. Its spin multiplicity is 1. Its total charge is +1.

Question: Look up the total charge of the second one.
Answer: +1

Question: Among the records above, which one has the highest total charge?
Answer: C40H65N2O7PSi2Ti